Record 1
Formula: C25H41BrCl2N3O5PV
Source: the Open Molecules 2025 dataset
Level of theory: ωB97M-V/def2-TZVPD

```
! wB97M-V def2-TZVPD RIJCOSX def2/J DEFGRID3
* xyz 1 1
C 2.9417 -1.9229 3.2444
C 4.0460 -2.7770 2.5494
C 4.9409 -1.9625 1.5777
C 4.5660 -2.2157 0.0676
C 3.1593 -1.6639 -0.1250
C 2.1071 -2.5461 -0.0114
C 0.7856 -2.0866 -0.1293
C -0.3919 -3.0290 0.0327
N -0.1289 -4.2051 0.8573
C -0.1688 -5.4698 0.1226
C 0.6041 -0.7001 -0.3695
C -0.7732 -0.0504 -0.4778
C -1.0079 0.7458 0.8638
C -1.6656 -0.1639 1.8769
O -1.0326 -0.7771 2.6968
N -3.1095 -0.3155 1.8068
C -3.4511 -1.6625 1.3657
C -3.9229 -1.7711 0.0532
C -4.2392 -3.0720 -0.3839
C -4.1201 -4.1607 0.4638
C -3.6731 -4.0295 1.7735
C -3.3208 -2.7607 2.2051
C 1.6892 0.1237 -0.5140
N 2.9515 -0.3582 -0.3921
P 4.2494 0.8285 -0.5824
O 3.6836 2.1776 -0.6894
H 3.0364 -1.9913 4.3327
H 1.9383 -2.3147 3.0275
H 2.9366 -0.8684 2.9455
H 4.6714 -3.1915 3.3458
H 3.5401 -3.6098 2.0487
H 4.6817 -0.9134 1.7597
H 6.0059 -2.1578 1.7159
H 4.5124 -3.2940 -0.1000
H 5.2903 -1.7398 -0.6039
H 2.2649 -3.6022 0.1741
H -1.1940 -2.4634 0.5273
H -0.7494 -3.3536 -0.9526
H 0.7163 -4.1173 1.4029
H -0.3594 -6.2878 0.8277
H -0.9844 -5.4894 -0.6053
H 0.7745 -5.7034 -0.4026
H -1.5238 -0.8342 -0.5883
H -0.7928 0.6879 -1.2821
H -0.0256 1.0001 1.2798
H -1.5267 1.6947 0.7099
H -3.4294 -0.2035 2.7673
H -3.9900 -0.8698 -0.5313
H -4.5735 -3.1964 -1.4048
H -4.3941 -5.1455 0.0903
H -3.5777 -4.8991 2.4154
H -2.9573 -2.6503 3.2243
H 1.5273 1.1792 -0.7156
H 5.1092 0.7120 0.5282
H 4.9463 0.5302 -1.7717
C 1.2892 6.2087 -1.8756
C 1.9526 6.5302 -0.5443
C 3.4649 6.5469 -0.6762
O 1.5626 5.5600 0.4312
H 1.5936 5.2191 -2.2292
H 0.2032 6.1907 -1.7680
H 1.5535 6.9452 -2.6372
H 1.6031 7.4997 -0.1846
H 3.8317 5.5641 -0.9921
H 3.9317 6.7683 0.2858
H 3.8006 7.2992 -1.4072
H 1.8689 4.7002 0.1222
Cl -8.6564 -2.7498 -3.0790
C -8.5821 -1.1610 -2.2766
C -7.2622 -0.4710 -2.5101
Cl -5.9170 -1.3026 -1.6746
H -8.7729 -1.3091 -1.2162
H -9.3895 -0.5583 -2.6897
H -7.3010 0.5439 -2.1169
H -7.0213 -0.4183 -3.5694
Br 4.9680 8.8683 -2.3225
O 3.0738 9.3728 -2.9010
V 1.5466 10.1628 -3.0409
O 0.0660 10.9070 -3.1749
*
```

- LUMO: -4.645 eV
- Gap between HOMO and LUMO: 5.43 eV



Record 2
Formula: C15H52O11
Source: the Open Molecules 2025 dataset
Level of theory: ωB97M-V/def2-TZVPD

```
! wB97M-V def2-TZVPD RIJCOSX def2/J DEFGRID3
* xyz 0 1
C -5.2928 -4.7448 4.6201
C -4.1234 -4.6817 3.6057
C -3.3639 -3.4517 3.8998
O -3.2025 -5.7712 3.7659
H -5.7325 -5.7232 4.4264
H -6.0322 -3.9506 4.5173
H -4.9552 -4.6634 5.6533
H -4.4720 -4.5730 2.5787
H -2.5165 -3.1657 3.2767
H -2.9756 -3.4954 4.9174
H -4.0539 -2.6082 3.9197
H -3.3122 -6.0849 4.6665
C -0.1517 -0.2057 0.0803
C 0.1274 0.2548 -1.3869
C 1.0453 1.4387 -1.4736
O 0.8263 -0.8271 -1.9710
H -0.5536 -1.2183 0.0464
H -0.8751 0.4466 0.5694
H 0.7547 -0.2974 0.6787
H -0.8103 0.2797 -1.9419
H 0.5874 2.4197 -1.3471
H 1.5020 1.4961 -2.4616
H 1.8652 1.3889 -0.7570
H 1.6123 -1.0344 -1.4604
C 5.0157 -1.0898 -5.5654
O 3.6801 -1.4352 -5.7516
H 5.1108 -0.0274 -5.3414
H 5.5126 -1.6033 -4.7423
H 5.5419 -1.4095 -6.4649
H 3.3342 -1.3492 -4.8602
C 5.7206 -2.1914 -0.5935
O 4.3904 -2.3450 -0.9804
H 5.8465 -2.8637 0.2551
H 6.3872 -2.5005 -1.3986
H 5.9204 -1.1537 -0.3261
H 4.2698 -3.2962 -1.0281
C 1.7888 -3.8876 3.6687
O 2.5295 -3.1784 4.6615
H 0.9975 -3.2189 3.3299
H 2.3447 -4.2732 2.8140
H 1.3303 -4.7684 4.1181
H 1.9040 -2.5688 5.0600
C 5.3379 4.6114 -2.5453
O 6.3874 5.1851 -1.7932
H 4.8285 3.7556 -2.1022
H 4.5195 5.3300 -2.5898
H 5.5979 4.3024 -3.5577
H 6.0565 5.4753 -0.9400
C -1.2426 2.8360 4.2592
O -0.9531 4.1780 4.2040
H -2.2873 2.7089 3.9755
H -0.5846 2.3252 3.5562
H -1.1351 2.4106 5.2569
H -1.3261 4.4250 3.3546
C -5.3311 -0.2300 0.6544
O -5.1277 0.4761 1.8867
H -4.7038 0.0799 -0.1815
H -5.1143 -1.2781 0.8606
H -6.3919 -0.1799 0.4090
H -5.1077 1.3980 1.6197
C 3.5461 5.7760 1.6557
O 4.8911 6.2425 1.8158
H 3.1570 5.6269 2.6629
H 2.9361 6.5717 1.2280
H 3.4023 4.9536 0.9548
H 4.7590 6.9691 2.4292
C -3.2619 -2.6755 -5.6978
O -2.9772 -2.9652 -7.1014
H -3.7475 -1.7068 -5.5800
H -3.8173 -3.3532 -5.0495
H -2.3446 -2.5907 -5.1151
H -3.2021 -3.8877 -7.2428
C -3.7197 4.0480 -2.9476
O -4.4009 4.6110 -1.8330
H -4.0155 4.4992 -3.8947
H -2.6314 4.0968 -2.9125
H -4.1941 3.0687 -3.0112
H -5.3242 4.8382 -1.9652
*
```

- Energy relative to the best compared isomer or geometry (same formula, charge and spin): 166.7 kcal/mol
- LUMO: 0.060 eV
- SMILES: CC(C)O.CC(C)O.CO.CO.CO.CO.CO.CO.CO.CO.CO
- Gap between HOMO and LUMO: 10.22 eV



Record 3
Formula: C27H47B2CdF4Ge2N4O4
Source: the Open Molecules 2025 dataset
Level of theory: ωB97M-V/def2-TZVPD

```
! wB97M-V def2-TZVPD RIJCOSX def2/J DEFGRID3
* xyz -1 1
Cd 0.7507 -0.8199 0.5682
C 1.9888 -5.3613 -0.0179
C 1.9506 -3.8651 0.0411
N 0.9258 -3.1587 -0.2551
O -0.1662 -3.8000 -0.7003
B -1.0712 -2.8416 -1.4251
F -2.2214 -3.5337 -1.7294
F -1.3200 -1.7288 -0.5810
O -0.4818 -2.3675 -2.6973
N 0.6163 -1.5968 -2.4553
C 1.3188 -1.3095 -3.4787
C 1.0085 -1.6775 -4.8965
C 2.5578 -0.5442 -3.1574
N 3.2789 -1.1138 -2.2768
O 4.3986 -0.3216 -1.9182
B 4.7868 -0.3913 -0.6130
F 5.8709 0.3374 -0.3118
F 2.2090 1.3407 -1.0334
O 4.3233 -1.1440 0.4383
N 3.0961 -1.8156 0.2966
C 3.1960 -3.0866 0.3378
C 4.4724 -3.8425 0.5325
C 2.8274 0.7456 -3.8612
H 1.0208 -5.7321 -0.3399
H 2.2177 -5.7784 0.9658
H 2.7531 -5.7151 -0.7125
H 0.1831 -2.3826 -4.9225
H 1.8845 -2.1174 -5.3787
H 0.7293 -0.7887 -5.4690
H 5.2805 -3.1834 0.8283
H 4.7469 -4.3565 -0.3911
H 4.3301 -4.6068 1.2978
H 1.9625 1.3997 -3.7511
H 2.9686 0.5498 -4.9275
H 3.7059 1.2413 -3.4633
C -0.7716 -2.7604 5.2810
Ge -1.0402 -1.8201 3.5636
C -2.3148 -2.9217 2.5616
C -1.9138 -0.1116 4.0046
C 0.6359 -1.5119 2.6685
H -1.7172 -2.9006 5.8111
H -0.0917 -2.1986 5.9251
H -0.3321 -3.7440 5.0990
H -3.2301 -3.0611 3.1427
H -1.8873 -3.9042 2.3489
H -2.5647 -2.4714 1.6025
H -2.8977 -0.2783 4.4483
H -2.0391 0.5024 3.1105
H -1.3041 0.4523 4.7142
H 1.2237 -2.4365 2.6999
H 1.1858 -0.7625 3.2489
C -3.2838 5.4206 -3.3775
C -2.7653 4.5001 -2.2803
C -1.3188 4.7920 -1.8989
C -0.7770 3.8887 -0.7905
Ge -0.4344 2.0103 -1.2999
C -2.0646 0.9253 -1.2969
C -2.7584 0.7385 0.0480
C -4.0894 0.0043 -0.0780
C -4.7985 -0.1707 1.2589
H -4.3275 5.2134 -3.6215
H -2.6988 5.3032 -4.2929
H -3.2130 6.4686 -3.0752
H -2.8574 3.4602 -2.6032
H -3.3938 4.5943 -1.3885
H -1.2523 5.8423 -1.5881
H -0.6931 4.7054 -2.7950
H -1.4526 3.9061 0.0706
H 0.1787 4.2711 -0.4216
H 0.0739 2.0315 -2.7649
H -1.8044 -0.0508 -1.7152
H -2.7565 1.3899 -2.0072
H -2.9316 1.7091 0.5331
H -2.1111 0.1682 0.7254
H -3.9067 -0.9711 -0.5384
H -4.7337 0.5571 -0.7712
H -4.1857 -0.7517 1.9485
H -5.7539 -0.6874 1.1454
H -4.9941 0.7980 1.7281
C 1.0293 1.2732 -0.1973
C 1.2880 2.0737 1.0214
C 2.5415 2.6219 1.3104
C 2.7562 3.3272 2.4887
C 1.7363 3.5073 3.4105
C 0.4842 2.9656 3.1340
C 0.2663 2.2656 1.9628
H 3.3528 2.4885 0.6083
H 3.7411 3.7352 2.6860
H 1.9113 4.0510 4.3305
H -0.3284 3.0806 3.8421
H -0.7142 1.8382 1.7769
*
```

- Energy relative to the best compared isomer or geometry (same formula, charge and spin): 44.8 kcal/mol
- LUMO: 2.476 eV
- Gap between HOMO and LUMO: 6.94 eV



Record 4
Formula: C2H3N3O2
Source: the Open Molecules 2025 dataset
Level of theory: ωB97M-V/def2-TZVPD

```
! wB97M-V def2-TZVPD RIJCOSX def2/J DEFGRID3
* xyz 0 1
N 1.7597 0.5020 -0.1171
C 0.4660 0.4133 0.0244
N -0.4073 1.3958 0.1445
O -1.7258 0.8533 0.0807
C -1.6432 -0.4565 0.1099
O -2.5387 -1.1907 -0.0038
N -0.3085 -0.7658 0.1182
H 2.2341 1.3329 -0.3474
H 2.3314 -0.3189 0.2551
H -0.1676 -1.7654 -0.2645
*
```

- Energy relative to the best compared isomer or geometry (same formula, charge and spin): 40.9 kcal/mol
- LUMO: 0.375 eV
- SMILES: Nc1noc(=O)[nH]1
- Gap between HOMO and LUMO: 9.55 eV



- Look up the gap between HOMO and LUMO of the fourth one.
  9.55 eV



- gap between HOMO and LUMO of number 2 (C15H52O11)?
  10.22 eV



- The lowest LUMO belongs to which entry?
  C25H41BrCl2N3O5PV